Entry 1:
This record from the Open Molecules 2025 dataset describes a single C4H5NO molecule. The level of theory is ωB97M-V/def2-TZVPD.

The geometry in XYZ format:
```
11
Properties=species:S:1:pos:R:3:forces:R:3
C -1.74633 -0.34012 -0.08391 -0.2451 0.3247 0.0058
C -0.39893 0.22896 -0.04586 0.1457 0.0436 0.1061
C 0.43006 1.25325 0.27621 -0.2175 0.0291 0.0181
O 1.74873 0.77912 0.30135 0.0372 -0.0847 -0.0474
C 1.69214 -0.49557 -0.02294 -0.0896 -0.1025 -0.0290
N 0.46738 -0.85696 -0.25189 0.1154 0.0060 0.1254
H -0.44131 -1.56675 -0.18979 0.2396 -0.0981 -0.0465
H -2.15007 -0.38644 -1.10084 0.0910 0.0385 0.0878
H -2.45711 0.14587 0.58653 0.0387 -0.0973 -0.0932
H 0.31231 2.28346 0.56381 -0.0250 -0.1313 -0.0834
H 2.59472 -1.08731 -0.02842 -0.0905 0.0720 -0.0438
```
Positions in Å, forces in eV/Å.

Summary:
- HOMO: -7.054 eV
- Largest force on an atom: 0.41 eV/Å

=====

Entry 2:
This record from the Open Molecules 2025 dataset describes a molecular structure, C13H30F3N2NaO7S in a non-equilibrium geometry. The level of theory is ωB97M-V/def2-TZVPD.

The geometry in XYZ format:
```
57
Properties=species:S:1:pos:R:3:forces:R:3
Na -0.62235 0.02216 -0.54201 1.8377 -0.0263 -3.8032
C -1.74403 3.52602 -0.01536 0.6881 -0.8760 0.2453
F -2.01024 2.97216 -1.22297 0.2655 0.7951 0.2508
F -1.15130 4.71498 -0.11151 0.1644 -0.3950 -0.5581
F -2.90070 3.73510 0.59722 -0.1742 -0.3189 0.1339
S -0.68680 2.26638 0.96869 0.1070 2.6342 1.3407
O -1.38761 1.04151 0.70916 -2.2967 1.6250 2.5525
O 0.69845 2.26504 0.42911 -8.7583 9.2321 5.7386
O -0.84700 2.73512 2.32927 0.1974 0.2204 -0.6524
C 4.33925 0.36437 3.07039 1.1128 -1.0813 0.5202
O 4.59338 -0.08787 1.76460 -1.0722 0.4254 -0.2440
C 3.78322 0.50967 0.75409 -0.3721 -2.1411 -2.2221
C 2.23967 0.02753 0.62193 5.4067 3.3978 -3.8882
N 1.55246 0.77252 -0.47351 3.8526 -7.8173 -1.1283
C 1.90259 0.55538 -1.81094 -0.3268 0.9391 -2.0335
C 0.70346 0.04865 -2.72282 2.0125 -0.7663 0.1225
O -0.48328 0.76048 -2.62778 -1.2196 0.4205 -1.5705
C -1.51499 0.44623 -3.63111 0.8090 0.0429 0.7911
H 4.81086 -0.39769 3.69084 0.0179 -0.1005 0.2728
H 3.29874 0.36951 3.39507 0.1627 0.4869 -0.4516
H 4.91745 1.26105 3.29346 -0.5234 0.5513 -0.0661
H 4.27732 0.18252 -0.16075 0.3106 -0.1635 -0.2250
H 3.89417 1.59011 0.66215 -0.4980 0.3553 0.7514
H 1.74582 0.31701 1.54952 4.3318 2.4234 -3.4721
H 1.96026 -1.02119 0.52087 1.8146 0.1875 0.0194
H 1.47545 1.63245 0.05063 2.9545 -1.1121 -2.8657
H 2.70738 -0.14172 -2.04431 0.1534 -0.5456 0.3642
H 2.29921 1.48229 -2.22523 -0.1580 0.3763 -0.4438
H 0.57592 -0.98223 -2.39247 -0.4729 -0.5537 0.0842
H 1.04701 -0.04417 -3.75310 0.1059 0.2764 -0.2456
H -1.31028 0.56221 -4.69540 0.9497 1.1552 0.0479
H -2.34366 1.07142 -3.29864 0.5171 -0.1009 -0.4697
H -1.78890 -0.60798 -3.67248 0.0012 -0.1543 0.9441
C 0.71504 0.47324 3.21817 1.6080 0.8723 0.8864
O 0.90692 -0.32580 2.02844 -10.5846 -4.3133 7.3795
C 0.30161 -1.63022 2.18806 -1.2785 -0.7879 0.3077
C 0.05467 -2.36203 0.81929 1.7778 0.7937 0.8547
N -0.94884 -1.85756 -0.14249 0.2565 -3.7982 1.0600
C -2.28244 -2.15334 0.28917 -2.3205 1.2427 -0.6889
C -3.20593 -2.08324 -0.99563 0.2977 0.4183 1.4380
O -3.01941 -0.85088 -1.70528 1.0770 -1.1202 1.5764
C -4.04981 -0.51408 -2.55671 -0.8111 0.4981 -0.6761
H 0.74050 1.52998 2.95223 -0.1846 -0.3456 -0.2062
H 1.64669 0.35789 3.77210 -0.2846 -0.3150 0.5364
H -0.10359 0.34910 3.92707 -0.4312 -0.6330 -0.7282
H -0.62272 -1.56182 2.76169 -0.2201 0.1682 -0.0084
H 1.01368 -2.14277 2.83485 -0.0810 -0.8151 -0.3069
H -0.07584 -3.44396 0.84182 0.0562 -0.1076 1.0991
H 1.05887 -2.21470 0.42185 -0.3894 -0.5212 -0.9180
H -0.98454 -2.67504 -0.73457 1.3029 0.3335 -1.4689
H -2.70466 -1.43247 0.98930 0.2828 0.1292 0.1785
H -2.33575 -3.14536 0.73768 -0.3297 -0.2600 0.0570
H -4.19639 -2.15639 -0.54645 -0.4614 0.0391 -0.5118
H -3.03486 -2.94007 -1.64730 0.0478 -0.1018 -0.2330
H -3.76228 0.37735 -3.11419 -0.5452 -0.0170 0.6275
H -4.95122 -0.32185 -1.97481 -0.3296 -0.1204 -0.2863
H -4.19060 -1.22499 -3.37089 -0.3555 -0.6307 0.1917
```
Positions in Å, forces in eV/Å.

Summary:
- HOMO: -6.942 eV
- Largest force on an atom: 13.96 eV/Å

=====

Record order is preserved below.
Energy above the lowest of the compared OMol25 structures with the same formula, charge and spin: 95.3, 205.8 kcal/mol